ORCA calculation (the ωB97M-V functional and the def2-TZVPD basis) on a gas-phase ion, C23H20BrCl2OS (charge +1).

```
! RIJCOSX wB97M-V def2-TZVPD def2/J DEFGRID3
* xyz 1 1
Br 6.38 2.43 0.00
Cl -5.07 -2.29 -3.42
Cl 3.73 -4.00 2.45
S -2.06 1.92 -0.27
O 0.19 0.30 -1.85
C 1.91 1.06 -0.38
C -2.77 -2.60 -2.05
C 3.54 2.81 0.07
C -3.39 -0.63 -0.20
C -1.58 2.87 -1.72
C 2.33 -3.13 1.97
C 0.95 -2.19 0.21
C -3.99 -1.94 -2.13
C 2.21 2.39 -0.04
C 0.45 -1.72 2.51
C 2.01 -3.04 0.61
C -2.01 3.12 1.08
C 0.14 -1.56 1.15
C 0.48 0.68 -0.72
C -0.56 0.72 0.39
C -1.87 -2.28 -1.02
C -1.05 -0.63 0.80
C 2.95 0.14 -0.55
C -2.10 -1.20 -0.17
C 1.54 -2.48 2.92
C 4.28 0.53 -0.37
C -4.33 -0.97 -1.18
C 4.58 1.87 -0.10
H -0.93 2.28 -2.36
H -1.48 2.69 1.93
H -1.52 4.03 0.73
H 1.79 -2.58 3.97
H -5.30 -0.48 -1.21
H 0.80 -2.03 -0.86
H -0.18 -1.22 3.25
H 2.59 -3.59 -0.13
H -1.59 -0.45 1.74
H 1.38 3.09 0.10
H -0.98 -2.91 -0.91
H -2.52 3.08 -2.26
H 2.73 -0.89 -0.78
H -1.09 3.80 -1.42
H 5.09 -0.19 -0.46
H -0.20 1.29 1.25
H -3.69 0.10 0.56
H 3.78 3.85 0.28
H -2.52 -3.37 -2.77
H -3.05 3.30 1.35
*
```

Properties
E_LUMO = -3.8 eV
HOMO energy = -0.4299 Ha
Orbital gap = 7.88 eV

Here are the Löwdin charges for atoms 1 to 4, given in e: number 1, Br, carries 0.788; number 2, Cl, carries 0.713; number 3, Cl, carries 0.722; number 4, S, carries 1.143

ORCA calculation (the ωB97M-V functional and the def2-TZVPD basis) on a molecular structure, C40H38ClN3OPS3V.

```
! RIJCOSX wB97M-V def2-TZVPD def2/J DEFGRID3
* xyz 2 3
V -0.24 0.03 -0.26
Cl 6.51 -2.19 -3.33
S 0.60 1.93 1.11
S 2.77 4.85 1.56
S -0.86 5.07 2.70
P -1.09 -1.71 0.99
O 0.66 -2.73 -2.56
N 0.89 0.43 -1.91
N -1.34 1.49 -1.10
N -1.16 -1.23 -1.78
C 0.30 -2.77 1.46
C -2.49 2.04 -0.65
C 1.93 -2.42 -2.73
C 1.25 5.52 0.86
C -3.05 -3.76 0.12
C -3.06 3.09 -1.29
C -0.06 2.31 2.80
C 4.08 -3.31 -3.65
C 4.86 -2.32 -2.99
C -3.53 -1.33 2.33
C 2.69 -3.40 -3.48
C 2.55 -2.95 2.47
C 1.00 1.87 -3.87
C -2.12 -1.34 2.46
C 2.71 -1.28 -2.22
C 2.14 0.05 -1.84
C -0.56 3.70 -4.02
C -1.21 3.18 -2.86
C 2.93 3.26 0.67
C 0.38 6.21 1.88
C 2.50 -4.33 2.27
C -1.52 -1.42 3.76
C -0.74 2.10 -2.19
C -3.64 -3.98 -2.20
C 2.42 1.98 1.40
C 1.49 -2.19 1.96
C -2.79 -2.89 -2.48
C -2.46 3.67 -2.42
C 0.56 3.03 -4.49
C 1.42 -4.94 1.62
C 0.32 -4.16 1.22
C 4.14 -1.33 -2.27
C -2.36 -1.76 4.87
C -3.80 -4.41 -0.91
C -3.74 -1.70 4.71
C -4.29 -1.36 3.49
C -2.17 -2.71 -0.15
C 0.15 3.73 3.36
C 0.49 1.51 -2.64
C -2.07 -2.28 -1.48
H 2.95 1.10 1.02
H -4.41 -5.29 -0.72
H 3.30 -2.45 3.08
H -0.96 4.50 -4.56
H 2.96 0.79 -1.76
H 1.06 3.43 -5.36
H -2.65 -2.47 -3.47
H -4.03 3.48 -0.91
H -0.27 6.92 1.33
H -1.89 -2.10 5.81
H -0.59 -4.60 0.80
H 3.35 -4.95 2.63
H -3.03 1.57 0.16
H 0.73 4.63 0.47
H -1.53 -0.49 -2.46
H 0.05 3.75 4.46
H 2.70 2.08 2.45
H 4.75 -0.58 -1.72
H -3.00 4.47 -2.97
H 1.85 1.31 -4.31
H -3.20 -4.11 1.18
H -5.36 -1.08 3.48
H 0.81 6.83 2.67
H -1.11 2.03 2.82
H 1.37 -6.01 1.47
H -0.45 -1.22 3.83
H 4.63 -4.07 -4.22
H -0.23 -1.78 -2.25
H -4.24 -4.44 -2.98
H 2.19 -4.20 -4.00
H 1.50 -1.08 1.93
H 1.20 3.97 3.15
H -4.40 -1.88 5.59
H -3.97 -1.18 1.32
H 2.43 3.29 -0.29
H 4.02 3.18 0.49
H 1.62 6.20 0.02
H 0.48 1.60 3.49
*
```

Properties
Expectation value of S² = 2.036
E_LUMO (alpha / beta) = -7.1 / -6.6 eV
HOMO energy (alpha / beta) = -0.4612 / -0.4631 Ha
Orbital gap (alpha / beta) = 5.49 / 6.02 eV

Here are the Löwdin charges for atoms 1 to 4, given in e: number 1, V, carries 0.687; number 2, Cl, carries 0.749; number 3, S, carries 0.884; number 4, S, carries 0.897

ORCA calculation (the ωB97M-V functional and the def2-TZVPD basis) on C21H27BrN2O3 in the gas phase.

```
! RIJCOSX wB97M-V def2-TZVPD def2/J DEFGRID3
* xyz 0 1
Br -0.76 -2.63 1.11
O 1.93 1.85 1.59
O 3.82 -0.88 2.78
O 0.93 2.90 -0.55
N -3.26 -0.42 -1.37
N 3.96 0.27 0.83
C -4.01 -0.63 -0.15
C 3.37 -1.42 -0.80
C 1.24 -2.48 -2.23
C 1.76 -1.24 -2.57
C -0.47 0.95 -0.97
C 4.49 -0.80 0.02
C 1.02 1.08 0.92
C -1.94 -1.01 -1.44
C 0.65 -0.20 1.27
C -0.87 -0.34 -0.61
C -3.72 1.70 0.81
C -0.29 -0.89 0.52
C 0.46 1.66 -0.24
C 2.84 -2.65 -0.45
C 3.54 0.08 2.10
C 0.38 3.56 -1.67
C -4.51 -0.19 2.26
C 2.68 1.25 2.62
C 1.78 -3.18 -1.17
C -3.61 0.20 1.09
C 2.82 -0.71 -1.86
H -4.23 0.37 3.15
H 5.27 -0.40 -0.63
H 1.37 -4.14 -0.89
H -2.04 -2.06 -1.16
H 1.07 -0.69 2.14
H -1.63 -0.97 -2.49
H 4.92 -1.54 0.70
H -4.41 -1.25 2.47
H 3.25 -3.19 0.39
H -3.22 0.57 -1.60
H 0.41 -2.89 -2.79
H 0.87 4.53 -1.71
H -5.55 0.02 2.03
H 2.05 0.89 3.44
H 0.57 3.01 -2.60
H -3.52 2.27 1.72
H -0.90 1.38 -1.86
H 3.23 0.25 -2.13
H -3.00 2.02 0.06
H -4.72 1.95 0.47
H -5.06 -0.41 -0.39
H -2.58 -0.02 1.36
H 1.34 -0.69 -3.40
H -3.94 -1.69 0.10
H 3.60 1.08 0.34
H -0.70 3.71 -1.56
H 3.33 2.04 3.00
*
```

Properties
E_LUMO = 0.6 eV
HOMO energy = -0.3013 Ha
Orbital gap = 8.76 eV
Structure (SMILES) = COc1cc(CNCC(C)C)c(Br)cc1OCC(=O)NCc1ccccc1

Here are the Löwdin charges for atoms 1 to 4, given in e: number 1, Br, carries 0.817; number 2, O, carries -0.032; number 3, O, carries 0.075; number 4, O, carries -0.063

ORCA calculation (the ωB97M-V functional and the def2-TZVPD basis) on a molecular structure, C21H24FN3O.

```
! RIJCOSX wB97M-V def2-TZVPD def2/J DEFGRID3
* xyz 0 1
F -1.14 -0.35 -2.96
O 5.07 1.07 0.69
N 2.86 1.65 0.69
N 0.22 -1.58 -1.17
N 2.41 -1.10 0.36
C -1.64 2.48 -0.63
C -0.25 0.91 2.41
C 3.83 0.80 0.76
C -1.07 -1.57 -1.24
C -3.84 -1.03 -1.08
C 3.58 -0.78 0.97
C 1.22 -0.87 -1.90
C 0.81 2.21 -0.01
C 1.55 1.62 0.97
C 1.06 1.17 2.06
C 0.83 -2.81 -0.55
C -2.70 1.62 1.53
C -0.57 2.15 0.18
C -1.88 -1.98 -0.08
C -2.96 2.50 0.35
C -3.17 -1.62 -0.09
C 1.82 -2.24 0.35
C -3.16 -0.45 -1.95
C -1.09 1.48 1.62
C -1.71 -0.71 -1.96
C 2.68 -1.05 -1.17
H 0.83 0.30 -1.68
H 1.83 0.58 2.78
H 3.37 -0.86 1.90
H 1.10 2.74 -0.78
H -3.75 -2.06 0.86
H 3.01 -0.02 -1.30
H -0.65 0.26 3.27
H -1.74 2.00 -1.54
H -3.83 2.33 -0.04
H 4.56 -1.35 0.73
H -1.56 3.88 -0.92
H -1.38 -2.37 0.77
H 1.69 -3.34 -1.27
H -3.06 3.63 0.77
H 0.01 -3.45 -0.15
H 1.01 -1.93 1.57
H -3.57 0.21 -2.97
H 3.26 -1.93 -1.40
H 1.38 -1.02 -2.89
H -3.09 1.70 2.27
H 2.34 -2.87 1.00
H 3.41 2.49 0.62
H -4.93 -0.98 -1.01
H -3.02 0.55 1.23
*
```

Properties
E_LUMO = 0.6 eV
HOMO energy = -0.2787 Ha
Orbital gap = 8.21 eV

Here are the Löwdin charges for atoms 1 to 4, given in e: number 1, F, carries 0.179; number 2, O, carries -0.013; number 3, N, carries 0.144; number 4, N, carries -0.070